Molecular formula: C2H3NOS3
Method: DFT, ωB97M-V with the def2-TZVPD basis set

## Properties
energy above the lowest of the compared OMol25 structures with the same formula, charge and spin	67.0	kcal per mole
orbital gap (spin up / spin down)	6.209 / 5.671	eV
multiplicity	1
total charge	0

Last column: Mulliken charge in e.
Positions of all 10 atoms, in Å:
C1 0.743 1.205 -0.285  0.51
C2 -0.561 0.379 -0.502  0.21
N1 0.947 1.254 1.032  -0.31
O1 1.352 1.720 -1.154  -0.50
S1 -1.930 1.243 -0.867  -0.20
S2 -0.406 -1.217 -0.086  -0.08
S3 -1.408 -3.843 -0.082  -0.19
H1 0.545 0.867 1.804  0.15
H2 1.599 1.845 1.471  0.22
H3 -0.881 -3.452 -1.331  0.19